{
  "formula": "C13H13Cl2F6LiN2O2SSb",
  "method": "wB97M-V/def2-TZVPD",
  "elements": ["Li", "Cl", "C", "C", "C", "C", "C", "Cl", "C", "S", "H", "H", "H", "F", "Sb", "F", "F", "F", "F", "F", "O", "N", "C", "C", "C", "C", "C", "H", "H", "H", "H", "H", "C", "C", "N", "O", "H", "H", "H", "H", "H"],
  "xyz": [[0.5744, -0.5615, -0.7875], [0.2122, 2.6734, 0.1096], [1.8257, 3.3301, 0.1117], [1.9168, 4.7102, 0.1468], [3.1595, 5.3193, 0.1703], [4.2908, 4.5213, 0.1592], [4.1706, 3.1438, 0.1202], [5.6564, 2.2340, 0.1121], [2.9361, 2.4557, 0.0894], [2.8641, 0.7237, 0.0169], [1.0071, 5.2961, 0.1569], [3.2452, 6.3988, 0.1976], [5.2804, 4.9583, 0.1794], [1.3311, -1.7797, -1.9691], [0.8007, -3.5093, -1.2963], [1.6267, -2.8844, 0.2974], [2.3732, -4.1385, -2.1268], [-0.2244, -3.8536, -2.8462], [0.6169, -5.2510, -0.5823], [-0.8443, -3.1146, -0.4359], [-1.0286, -0.7094, -1.9592], [-2.2637, -0.7391, -1.5522], [-2.7841, 0.2664, -0.8092], [-4.0952, 0.2257, -0.3853], [-4.8984, -0.8547, -0.7123], [-4.3485, -1.8757, -1.4727], [-3.0353, -1.8040, -1.8817], [-2.0920, 1.0591, -0.5906], [-4.4702, 1.0499, 0.2068], [-5.9278, -0.9014, -0.3817], [-4.9269, -2.7462, -1.7503], [-2.5137, -2.5579, -2.4514], [-0.8637, -1.9336, 2.6914], [-0.0629, -0.8983, 1.9458], [1.0343, -0.4203, 2.5472], [-0.4216, -0.5294, 0.8161], [-0.4494, -2.9117, 2.4368], [-1.8932, -1.9055, 2.3413], [-0.8231, -1.7937, 3.7728], [1.3811, -0.8612, 3.3797], [1.6636, 0.1692, 1.9854]],
  "forces_ev_per_angstrom": [[0.1, 0.7, 0.0], [-0.1, -0.1, 0.0], [0.1, -0.1, 0.0], [0.0, 0.0, 0.0], [0.0, 0.1, 0.0], [0.1, 0.0, 0.0], [0.0, 0.0, 0.0], [0.0, 0.0, 0.0], [0.0, 0.0, 0.0], [-0.3, 0.1, 0.0], [0.0, 0.0, 0.0], [0.0, 0.0, 0.0], [0.0, 0.0, 0.0], [-0.4, -0.3, 0.1], [0.4, -0.6, -0.1], [0.1, -0.1, 0.0], [0.0, 0.0, 0.1], [0.0, 0.0, 0.0], [-0.1, 0.0, 0.0], [-0.1, 0.3, -0.1], [-0.8, 0.3, 0.1], [0.4, -0.1, -0.1], [0.1, -0.2, -0.1], [0.0, 0.0, 0.0], [0.0, 0.0, 0.0], [0.0, 0.0, 0.0], [0.2, 0.1, 0.1], [0.1, 0.1, 0.0], [0.0, 0.0, 0.0], [0.0, 0.0, 0.0], [0.0, 0.0, 0.0], [0.0, 0.0, 0.0], [0.0, 0.0, 0.0], [-0.2, 0.1, -0.5], [-0.1, 0.2, -0.2], [0.1, -0.2, 0.8], [0.0, 0.0, 0.0], [0.0, 0.0, 0.0], [0.0, 0.0, 0.0], [0.0, 0.0, 0.0], [0.0, -0.2, 0.0]],
  "lowdin_charge": [0.54, 0.66, -0.67, -0.15, -0.12, -0.15, -0.69, 0.61, -0.77, 0.50, 0.09, 0.09, 0.09, -0.42, 1.39, -0.36, -0.36, -0.36, -0.37, -0.34, -0.18, -0.20, -0.01, -0.05, -0.08, -0.05, -0.01, 0.10, 0.11, 0.10, 0.11, 0.13, 0.00, -0.58, 0.17, -0.12, 0.09, 0.08, 0.07, 0.10, 0.01],
  "energy_ev": -79703.36279,
  "e_lumo_ev": 2.379,
  "total_charge": -1
}